No. 1
29
Properties=species:S:1:pos:R:3:forces:R:3:nbo_charge:R:1 method="wB97M-V/def2-TZVPD" e_above_lowest_kcal_mol=23.4 e_tot_ha=-898.4422 total_charge=+1
C 1.2888 2.4371 0.5625 -2.6 -3.1 -0.9 0.06
C 0.6238 1.3286 -0.9145 3.6 1.4 2.2 -0.47
C 2.3653 3.4126 0.3508 -0.1 -1.1 0.5 -0.67
C -2.7357 -1.4627 -2.5133 1.1 0.1 0.7 -0.64
C 1.7423 -1.9176 2.6034 -0.2 -1.9 -1.4 -0.64
C -2.0309 -1.7320 -1.1204 -0.3 -1.1 -2.0 -0.10
C 1.1901 -1.7084 1.2219 -1.1 0.8 -0.3 -0.05
N 0.1423 2.6041 -0.3519 2.7 1.7 -1.9 -0.54
O -1.5242 0.7568 0.2166 -2.1 1.1 0.5 -1.13
O -0.6057 -1.2563 -1.1389 0.0 1.5 0.8 -0.82
O 0.3909 -0.4749 1.1769 -0.2 0.6 -1.2 -0.83
P -0.3676 -0.0187 -0.1634 1.4 -1.1 0.6 2.40
H 1.0843 2.0146 1.5919 -0.1 0.3 -1.7 0.28
H 1.4897 1.4934 -1.6113 -1.4 -0.6 0.4 0.27
H 3.3461 2.9946 0.5893 -0.1 0.5 -0.3 0.27
H 2.0616 4.1910 0.9960 0.3 1.1 1.5 0.26
H 2.2398 3.9071 -0.5725 0.7 0.1 -1.6 0.22
H -2.5611 -0.4275 -2.9144 -0.4 -0.9 0.8 0.22
H -2.3494 -2.1372 -3.2488 0.4 -0.4 -0.5 0.22
H -3.7935 -1.7349 -2.4290 0.1 0.5 0.2 0.24
H 1.6434 -2.9997 2.7466 0.2 0.2 0.5 0.23
H 2.7394 -1.6381 2.7904 1.4 0.4 -0.3 0.22
H 1.1727 -1.4032 3.2944 -1.5 0.8 1.5 0.23
H -1.8397 -2.8773 -0.9858 -1.1 2.3 0.3 0.22
H -2.6322 -1.1075 -0.4347 0.7 -1.1 0.4 0.23
H 0.3756 -2.4221 1.0152 1.2 -0.5 -0.3 0.20
H 1.9426 -1.5464 0.4552 0.1 -0.9 -0.2 0.19
H -0.8218 2.5906 -0.1690 -2.0 -0.3 1.3 0.48
H 0.3890 3.3934 -0.9833 -0.7 -0.6 0.4 0.43



No. 2
27
Properties=species:S:1:pos:R:3:forces:R:3:nbo_charge:R:1 method="wB97M-V/def2-TZVPD" e_above_lowest_kcal_mol=95.6 e_tot_ha=-804.9593 smiles="CC=[S@H](=O)NC(C)(C)CC"
C 2.6627 0.7824 -0.2342 -0.6 -0.7 1.2 -0.77
C 4.1470 0.6669 -0.0264 0.1 -0.2 0.1 -0.64
C -1.5729 1.6550 0.4895 -0.1 -0.2 0.1 -0.61
C -1.8019 -0.9502 -1.2772 0.3 0.1 0.2 -0.61
C -0.8747 -2.1748 0.6840 -0.1 0.1 -0.2 -0.62
C -1.6309 0.2094 0.9738 0.1 0.1 -0.3 -0.40
C -0.9777 -0.8036 0.0032 -0.5 -0.4 0.8 0.12
N 0.3540 -0.3523 -0.3551 1.1 2.5 -4.7 -0.92
O 2.3976 -1.7756 0.3170 0.3 -0.2 0.3 -0.95
S 1.7761 -0.4787 0.4324 -1.1 0.3 -0.7 1.81
H 2.2205 1.7209 0.0817 -0.3 0.2 -0.3 0.21
H 4.6558 1.2333 -0.8045 0.1 0.0 -0.1 0.22
H 4.4261 -0.3813 -0.1251 0.2 0.1 0.0 0.23
H 4.5007 1.0363 0.9419 0.0 0.0 0.0 0.19
H -2.1360 1.7852 -0.4309 -0.1 0.1 -0.1 0.20
H -1.9994 2.3149 1.2417 0.0 0.1 0.0 0.22
H -0.5427 1.9535 0.3119 0.0 0.1 0.0 0.21
H -1.8507 -0.0075 -1.8161 0.0 0.1 -0.1 0.21
H -1.3499 -1.6974 -1.9244 0.0 -0.1 -0.1 0.22
H -2.8137 -1.2675 -1.0375 -0.1 0.0 0.1 0.22
H -0.3266 -2.1044 1.6211 0.0 -0.1 0.1 0.21
H -1.8683 -2.5683 0.8907 -0.1 0.0 0.1 0.21
H -0.3438 -2.8690 0.0363 0.0 -0.1 0.0 0.23
H -1.1125 0.1423 1.9323 0.0 -0.1 0.1 0.20
H -2.6705 -0.0804 1.1340 0.0 -0.1 0.1 0.21
H 0.4957 0.1285 -1.4573 -0.3 -1.9 4.5 0.45
H 1.1430 -0.5149 1.7288 0.7 0.2 -1.0 -0.03



No. 3
26
Properties=species:S:1:pos:R:3:forces:R:3:nbo_charge:R:1 method="wB97M-V/def2-TZVPD" e_above_lowest_kcal_mol=1.8 e_tot_ha=-672.7242 total_charge=+1
C -0.6972 0.5697 1.5186 -0.2 -0.3 0.0 -0.70
C -0.0196 1.5804 0.5578 0.1 0.0 0.1 -0.23
C 0.8640 0.5867 -0.2438 -0.1 -0.5 -0.1 -0.45
C 0.7486 2.6879 1.2543 0.0 0.0 -0.1 -0.60
C 1.0267 0.8384 -1.7244 0.1 -0.1 0.1 -0.62
C -1.5136 -1.5702 -1.9389 0.0 -0.1 -0.3 -0.42
C 0.7342 -2.9233 1.3428 -1.1 2.4 -1.2 -0.54
N -1.5514 -0.8718 -0.6604 -0.2 -0.2 0.4 -0.94
P -0.2576 -0.7806 0.3623 1.1 -1.2 1.1 1.43
H -0.1643 0.4858 2.4647 0.0 -0.1 0.0 0.26
H -1.7584 0.7155 1.7094 0.0 -0.1 0.0 0.26
H -0.7667 2.0107 -0.1135 0.0 -0.1 0.0 0.23
H 1.8369 0.4628 0.2402 -0.1 -0.1 0.1 0.25
H 1.3115 3.2734 0.5273 0.0 0.1 0.0 0.23
H 1.4439 2.2832 1.9887 0.1 0.0 0.0 0.21
H 0.0592 3.3525 1.7689 0.0 0.1 0.1 0.23
H 1.5125 0.0016 -2.2204 0.1 0.0 -0.1 0.23
H 1.6533 1.7159 -1.8678 0.0 0.1 -0.1 0.24
H 0.0678 1.0235 -2.2002 -0.1 0.0 -0.1 0.22
H -2.1966 -1.0721 -2.6257 0.1 0.0 -0.1 0.23
H -0.5101 -1.5259 -2.3501 0.1 0.0 -0.1 0.21
H -1.8096 -2.6135 -1.8516 0.0 -0.1 0.0 0.21
H 0.5882 -3.6173 0.5351 0.0 -0.1 -0.2 0.22
H 0.1072 -3.0537 2.2062 -0.2 0.0 0.2 0.22
H 1.7478 -2.6125 1.5252 0.2 0.1 0.0 0.22
H -2.4567 -0.9469 -0.2048 0.2 0.1 0.0 0.42



No. 4
27
Properties=species:S:1:pos:R:3:forces:R:3:nbo_charge:R:1 method="wB97M-V/def2-TZVPD" e_above_lowest_kcal_mol=152.8 e_tot_ha=-1091.3999
C -0.0661 1.8742 -1.8904 0.1 1.0 0.4 -0.68
C 3.4067 -2.0961 -0.2594 -0.6 1.5 2.3 -0.61
C -0.6277 -2.1104 1.9541 1.0 2.8 -0.3 -0.60
C -2.8940 2.8839 -1.3330 1.2 0.3 1.6 -0.80
C -1.1261 2.0114 0.8612 -0.2 -1.0 0.5 -0.85
C 2.3508 -1.0718 -0.7541 2.3 0.6 0.4 -0.76
C 0.1655 -1.8144 0.5391 -2.4 -1.6 2.0 -0.81
O -1.9614 0.3651 -0.9968 -1.3 -2.1 -0.3 -0.97
P 1.3006 -0.3678 0.5129 -0.5 -0.3 0.4 0.63
S -1.4365 1.6820 -0.9715 -0.7 1.9 2.1 1.67
H 0.2654 2.8670 -1.5043 0.3 -0.2 -0.4 0.14
H 2.9259 -2.7413 0.4874 0.0 -0.9 -0.9 0.21
H 3.8946 -2.5164 -1.1156 0.4 -0.7 0.0 0.22
H 4.1189 -1.6072 0.4716 -0.3 -0.1 -1.3 0.21
H -1.1895 -2.9870 1.6686 -0.5 -0.1 0.7 0.21
H 0.0598 -2.2394 2.8267 -0.5 -0.3 -0.8 0.20
H -1.2884 -1.1691 2.2400 1.0 -2.1 -0.7 0.19
H -3.8386 2.3915 -0.9530 1.2 0.6 -0.5 0.26
H -2.6466 3.8793 -0.8208 -0.5 -1.5 -0.5 0.23
H -2.8437 3.0623 -2.3898 -0.3 -0.2 -0.6 0.24
H -0.2113 2.5385 1.0028 0.6 0.8 -0.2 0.24
H -1.8956 2.3872 1.5622 -0.2 0.2 -1.1 0.24
H -0.8765 1.0270 1.2922 -0.3 0.1 -0.7 0.25
H 1.6986 -1.4840 -1.4576 -0.9 -0.9 -1.3 0.23
H 2.9099 -0.2831 -1.2486 -0.1 0.3 -0.2 0.23
H -0.8000 -1.6221 -0.0331 1.7 -0.2 -0.3 0.27
H 0.6051 -2.8595 0.3092 -0.4 1.9 -0.2 0.22